Molecular formula: C17H67BFO18PS
Method: DFT, the ωB97M-V functional and the def2-TZVPD basis

- HOMO-LUMO gap (Ha) = 0.3291
- LUMO level (eV) = -0.165
- total charge = 0

Cartesian coordinates (Å):
C1 0.8235 0.9818 2.2223
C2 -0.6723 0.6607 2.0638
B1 -1.5950 1.9091 2.0874
O1 -1.2640 3.0610 2.7037
P1 -3.3680 1.8052 1.1980
S1 -4.4215 0.7000 2.6770
O2 -3.7964 0.9467 3.9147
O3 -5.8104 0.9721 2.5990
F1 -4.1904 -0.8075 2.3792
H1 1.3825 0.0583 2.3014
H2 0.9614 1.5716 3.1181
H3 1.1723 1.5343 1.3602
H4 -1.0023 0.0339 2.8964
H5 -0.8244 0.0824 1.1576
H6 -1.4271 2.9576 3.6672
H7 -3.2250 0.9565 0.0845
C3 -7.3363 -0.1497 5.8338
O4 -6.5897 1.0556 5.7674
H8 -7.4219 -0.4251 6.8821
H9 -8.3413 -0.0208 5.4214
H10 -6.8317 -0.9594 5.2976
H11 -6.5075 1.2924 4.8361
C4 -3.1722 -0.4275 -2.7861
O5 -2.4379 0.3010 -1.7954
H12 -3.8936 -1.0605 -2.2754
H13 -3.7061 0.2575 -3.4498
H14 -2.4987 -1.0539 -3.3766
H15 -1.7948 0.8562 -2.2484
C5 3.4064 3.1465 -0.6012
O6 3.3663 1.7999 -0.1279
H16 2.5895 3.6898 -0.1308
H17 4.3446 3.6243 -0.3397
H18 3.2743 3.1775 -1.6881
H19 4.0915 1.3261 -0.5511
C6 4.6891 6.8792 -0.0827
O7 5.3654 5.6779 -0.4616
H20 4.2941 6.7417 0.9193
H21 5.3832 7.7225 -0.0790
H22 3.8618 7.0948 -0.7627
H23 5.7137 5.8127 -1.3491
C7 -0.5295 -0.0938 6.1328
O8 -0.7940 1.2025 5.6049
H24 0.0887 -0.6188 5.4092
H25 0.0123 -0.0311 7.0794
H26 -1.4557 -0.6540 6.2805
H27 -1.3448 1.6731 6.2393
C8 -5.5070 -3.8056 -1.3123
O9 -5.8540 -2.5722 -1.9408
H28 -4.9091 -4.3899 -2.0072
H29 -4.9220 -3.6287 -0.4056
H30 -6.4033 -4.3777 -1.0600
H31 -6.4048 -2.0804 -1.3163
C9 5.3110 -1.4259 -1.9894
O10 6.1434 -0.2643 -1.9841
H32 5.1527 -1.7287 -0.9584
H33 4.3439 -1.2028 -2.4461
H34 5.7856 -2.2471 -2.5306
H35 6.2911 0.0046 -2.8968
C10 9.0916 1.7969 -0.6751
O11 8.7905 0.6233 -1.4212
H36 9.9089 2.3110 -1.1751
H37 8.2259 2.4648 -0.6295
H38 9.4014 1.5408 0.3408
H39 8.0582 0.1644 -0.9941
C11 -2.6741 -6.2712 -3.6753
O12 -3.2423 -6.7188 -2.4503
H40 -2.8517 -5.2030 -3.7564
H41 -1.5936 -6.4498 -3.7054
H42 -3.1373 -6.7700 -4.5298
H43 -3.0834 -7.6698 -2.3820
C12 -3.0029 -2.3184 -6.6073
O13 -3.1172 -3.3636 -5.6486
H44 -2.1802 -2.5657 -7.2724
H45 -3.9177 -2.2220 -7.1971
H46 -2.7820 -1.3660 -6.1167
H47 -3.8485 -3.1522 -5.0576
C13 -6.2192 3.8753 0.0678
O14 -7.3148 2.9992 0.3124
H48 -6.5369 4.6342 -0.6436
H49 -5.9028 4.3630 0.9928
H50 -5.3829 3.3142 -0.3516
H51 -7.0122 2.3377 0.9477
C14 -1.0056 -9.4154 -0.7271
O15 -1.3940 -8.7443 -1.9241
H52 -1.4475 -10.4073 -0.7506
H53 0.0805 -9.5132 -0.6675
H54 -1.3692 -8.8852 0.1561
H55 -1.0024 -7.8639 -1.9038
C15 12.1724 -0.5952 -0.4974
O16 12.8494 0.0802 0.5618
H56 11.4033 -1.2192 -0.0527
H57 11.6986 0.1205 -1.1726
H58 12.8660 -1.2258 -1.0604
H59 13.5306 0.6361 0.1710
C16 6.9344 5.5357 2.5663
O17 7.0960 4.2034 2.1023
H60 7.3297 5.5889 3.5771
H61 7.4805 6.2374 1.9295
H62 5.8742 5.8026 2.5816
H63 6.7345 4.1681 1.2091
C17 -7.7075 0.4562 -1.8977
O18 -7.8203 -0.6059 -0.9456
H64 -6.8582 0.2318 -2.5386
H65 -8.6087 0.5221 -2.5119
H66 -7.5427 1.4058 -1.3873
H67 -8.5667 -0.4099 -0.3708

Forces on atoms 1 to 3 (eV/Å):
C -0.75 -0.20 0.09
C 0.59 0.28 -0.27
B 0.21 -1.33 -0.15


Molecular formula: C17H68O17
Method: DFT, the ωB97M-V functional and the def2-TZVPD basis

- HOMO-LUMO gap (Ha) = 0.3650
- LUMO level (eV) = 0.324
- total charge = 0

Cartesian coordinates (Å):
C1 -20.8939 6.5409 8.3226
O1 -20.1209 5.3680 8.4882
H1 -21.5780 6.5503 7.4741
H2 -21.4682 6.7353 9.2284
H3 -20.2791 7.4250 8.1538
H4 -20.6079 4.8041 9.0936
C2 -26.0489 -5.6149 10.7440
O2 -27.3026 -5.9165 10.1292
H5 -25.3464 -6.2832 10.2462
H6 -25.6760 -4.6093 10.5496
H7 -26.0798 -5.8252 11.8131
H8 -27.1489 -6.3169 9.2703
C3 -22.9021 3.4722 5.6763
O3 -24.3175 3.2908 5.9924
H9 -22.6079 4.4675 6.0093
H10 -22.2311 2.7185 6.0884
H11 -22.8628 3.3691 4.5919
H12 -24.4818 4.1359 6.4170
C4 -26.7420 2.1601 3.6714
O4 -26.5862 1.1323 4.5811
H13 -27.5991 2.7072 4.0640
H14 -25.8906 2.8368 3.5976
H15 -26.9919 1.8050 2.6716
H16 -25.6891 1.0881 4.9199
C5 -27.0290 5.3335 6.4849
O5 -28.3904 4.9090 6.3648
H17 -26.5571 5.6447 5.5529
H18 -26.9532 6.1519 7.2009
H19 -26.4648 4.5429 6.9796
H20 -28.6600 4.4459 7.1613
C6 -23.0685 -3.3892 12.7339
O6 -23.1198 -4.6261 12.0140
H21 -22.1906 -3.3711 13.3796
H22 -22.9348 -2.6149 11.9785
H23 -23.9894 -3.2102 13.2890
H24 -23.1402 -5.3433 12.6519
C7 -22.2933 3.6429 11.4579
O7 -21.4001 3.4314 10.2487
H25 -22.1248 2.7998 12.1278
H26 -22.3188 4.5895 11.9978
H27 -23.3093 3.5459 11.0753
H28 -21.4561 2.4894 10.0725
C8 -23.9381 -3.9398 5.3874
O8 -23.8153 -5.3094 5.6651
H29 -24.6698 -3.7277 4.6078
H30 -24.2878 -3.4316 6.2861
H31 -22.9993 -3.4766 5.0840
H32 -24.1628 -5.8659 4.9643
C9 -23.2608 -0.2848 6.0180
O9 -24.2143 0.6390 6.7089
H33 -23.0169 0.1001 5.0277
H34 -22.3179 -0.3438 6.5616
H35 -23.8342 -1.2117 6.0066
H36 -24.2447 1.4851 6.2564
C10 -22.2466 -6.3825 8.4046
O10 -23.6371 -6.5968 8.0722
H37 -21.6569 -6.9695 7.7004
H38 -22.0689 -5.3101 8.3243
H39 -22.0218 -6.7905 9.3901
H40 -23.7185 -6.1376 7.2332
C11 -20.0214 -5.4144 11.6090
O11 -20.7587 -4.8385 10.6035
H41 -20.6517 -6.1750 12.0699
H42 -19.1261 -5.9602 11.3114
H43 -19.8708 -4.6783 12.3986
H44 -21.6669 -4.6834 10.8733
C12 -22.4362 0.1024 9.8093
O12 -23.3531 1.1043 9.5051
H45 -21.7546 0.0046 8.9644
H46 -21.9571 0.4000 10.7421
H47 -22.9205 -0.8581 9.9854
H48 -23.7276 1.0210 8.6251
C13 -25.4940 6.2867 10.9287
O13 -26.1475 6.8342 9.8616
H49 -25.7498 5.2349 10.8002
H50 -24.4139 6.2568 10.7847
H51 -25.7468 6.7064 11.9024
H52 -26.9731 6.3470 9.8103
C14 -25.4515 0.8409 12.3593
O14 -25.6609 1.7236 13.3831
H53 -25.2828 1.3120 11.3909
H54 -24.5944 0.2168 12.6122
H55 -26.3854 0.2832 12.2901
H56 -25.8850 1.2064 14.1602
C15 -17.8912 1.5011 9.6461
O15 -17.1858 0.8120 8.5477
H57 -17.5300 1.2165 10.6344
H58 -17.6074 2.5266 9.4095
H59 -18.9626 1.3579 9.5059
H60 -16.5697 1.4701 8.2176
C16 -27.6244 2.9568 9.2408
O16 -28.9962 3.0542 8.9753
H61 -27.3708 3.8002 9.8831
H62 -27.4482 2.1514 9.9538
H63 -26.9584 2.9335 8.3783
H64 -29.1817 2.4426 8.2590
C17 -18.7174 -2.8604 8.6704
O17 -20.0829 -2.5357 8.8510
H65 -18.2350 -2.6129 9.6160
H66 -18.6772 -3.9473 8.7432
H67 -18.1530 -2.4152 7.8510
H68 -20.2500 -3.2146 9.5089

Forces on atoms 1 to 3 (eV/Å):
C -0.02 0.43 0.38
O -0.01 0.54 -0.55
H -0.20 -0.54 -0.18


Molecular formula: C17H6Br2Cl5MgN2S3
Method: DFT, the ωB97M-V functional and the def2-TZVPD basis

- HOMO-LUMO gap (alpha / beta) (Ha) = 0.2851 / 0.1389
- LUMO level (alpha / beta) (eV) = 2.274 / 0.772
- total charge = -1

Cartesian coordinates (Å):
Mg1 0.7413 0.8005 0.2995
Br1 -4.8274 -2.4924 -1.9856
C1 -3.3474 -1.5342 -1.2709
C2 -2.9258 -1.7895 0.0382
C3 -1.8376 -1.0719 0.4983
N1 -1.1891 -0.1687 -0.2123
C4 -1.5972 0.0867 -1.4788
C5 -2.6972 -0.6034 -2.0342
C6 -0.8608 1.0839 -2.1944
C7 -1.2969 1.6148 -3.4244
C8 -0.5566 2.5985 -4.0210
Br2 -1.1536 3.3716 -5.6533
C9 0.6294 3.0451 -3.4312
C10 1.0016 2.4523 -2.2395
N2 0.2890 1.5259 -1.6225
H1 -3.4308 -2.5112 0.6570
H2 -1.4669 -1.2498 1.4981
H3 -3.0131 -0.4090 -3.0451
H4 -2.2135 1.2753 -3.8745
H5 1.2258 3.8113 -3.8921
H6 1.9215 2.7498 -1.7523
S1 5.1257 2.6780 2.1970
C11 3.7859 1.7692 1.7512
S2 3.6653 0.2632 2.4897
S3 2.6764 2.3882 0.6179
Cl1 -0.1680 1.1920 2.7210
C12 0.5172 -0.3778 2.7465
C13 1.0427 -0.8137 1.5416
C14 1.5302 -2.1052 1.5131
Cl2 2.1039 -2.6720 -0.0018
C15 1.5634 -2.9178 2.6409
Cl3 2.1720 -4.5217 2.5374
C16 1.0764 -2.4202 3.8489
Cl4 1.1410 -3.3817 5.2687
C17 0.5244 -1.1401 3.9036
Cl5 -0.1509 -0.5262 5.3658

Forces on atoms 1 to 3 (eV/Å):
Mg -0.11 0.20 -0.96
Br 0.12 0.07 0.05
C 0.21 0.41 -0.38


Molecular formula: C17H8Cl5CsN2S2
Method: DFT, the ωB97M-V functional and the def2-TZVPD basis

- HOMO-LUMO gap (Ha) = 0.1948
- LUMO level (eV) = 3.695
- total charge = -2

Cartesian coordinates (Å):
Cs1 1.2957 -0.6863 -0.1813
C1 -3.4265 1.5376 0.1586
C2 -2.7940 0.7676 1.2865
C3 -2.1303 1.4305 2.3156
C4 -1.4861 0.7201 3.3189
C5 -1.4943 -0.6683 3.3067
C6 -2.1558 -1.3416 2.2893
C7 -2.8076 -0.6245 1.2961
H1 -3.8621 2.4740 0.5117
H2 -4.2097 0.9545 -0.3261
H3 -2.6856 1.7888 -0.6040
H4 -2.0974 2.5146 2.3157
H5 -0.9555 1.2539 4.0984
H6 -0.9607 -1.2276 4.0645
H7 -2.1229 -2.4223 2.2399
H8 -3.2982 -1.1602 0.4916
S1 0.3603 -2.9908 -2.1360
C8 0.2162 -4.1051 -0.8138
S2 0.6437 -3.6987 0.8224
C9 -0.2766 -5.3953 -1.0696
C10 -0.6563 -5.8426 -2.3689
N1 -0.9749 -6.2824 -3.3902
C11 -0.4488 -6.3720 -0.0433
N2 -0.6298 -7.2124 0.7307
Cl1 3.8720 1.7222 1.1665
C12 3.4500 2.5284 -0.3874
C13 2.2037 2.3094 -0.9067
C14 1.9525 2.9626 -2.0864
Cl2 0.3505 2.7453 -2.8510
C15 2.8578 3.7951 -2.7368
Cl3 2.4723 4.6034 -4.2267
C16 4.1138 3.9838 -2.1606
Cl4 5.2801 5.0143 -2.9236
C17 4.4216 3.3409 -0.9632
Cl5 5.9829 3.5832 -0.2375

Forces on atoms 1 to 3 (eV/Å):
Cs 0.01 0.35 0.24
C -0.03 0.02 -0.02
C 0.01 -0.01 0.01


Molecular formula: C17H9BrNO5Ru
Method: DFT, the ωB97M-V functional and the def2-TZVPD basis

- HOMO-LUMO gap (alpha / beta) (Ha) = 0.2721 / 0.2689
- 2S+1 = 2
- LUMO level (alpha / beta) (eV) = -1.021 / -1.130
- total charge = 0

Cartesian coordinates (Å):
Ru1 0.8619 -1.3130 -0.5901
O1 0.9997 -1.4317 5.3175
C1 1.0740 -1.5182 3.9824
C2 2.1383 -0.9431 3.2651
C3 2.1232 -1.0789 1.9089
N1 1.1555 -1.7648 1.3239
C4 0.0941 -2.2648 1.9649
C5 0.0270 -2.1727 3.3297
C6 -0.9773 -2.8027 1.0045
O2 -1.8781 -3.4694 1.4482
O3 -0.7998 -2.4583 -0.2512
C7 3.0847 -0.4061 0.8974
O4 4.0907 0.1137 1.3025
O5 2.6760 -0.4583 -0.3514
H1 1.7565 -0.9469 5.6682
H2 2.9378 -0.3853 3.7391
H3 -0.8170 -2.5726 3.8751
Br1 0.8214 -1.2766 -3.2051
C8 -0.2560 0.2687 -3.3300
C9 -0.6299 0.7319 -4.5440
C10 -1.4431 1.8899 -4.5968
C11 -1.8312 2.5058 -3.4495
C12 -1.4348 2.0139 -2.1782
C13 -1.8389 2.6468 -0.9765
C14 -1.4404 2.1591 0.2247
C15 -0.6146 1.0053 0.2926
C16 -0.2000 0.3579 -0.8337
C17 -0.6179 0.8587 -2.1051
H4 -0.3163 0.2318 -5.4506
H5 -1.7519 2.2782 -5.5586
H6 -2.4543 3.3915 -3.4917
H7 -2.4708 3.5256 -1.0348
H8 -1.7607 2.6456 1.1380
H9 -0.3081 0.6391 1.2643

Forces on atoms 1 to 3 (eV/Å):
Ru 0.13 -0.77 -0.73
O -0.03 0.01 0.11
C 0.34 0.18 0.02


Molecular formula: C18H10F5N3OPdS
Method: DFT, the ωB97M-V functional and the def2-TZVPD basis

- HOMO-LUMO gap (alpha / beta) (Ha) = 0.1613 / 0.1614
- LUMO level (alpha / beta) (eV) = -10.821 / -10.821
- total charge = +2

Cartesian coordinates (Å):
Pd1 -0.0014 0.8878 0.2494
O1 -1.2882 4.5863 -0.3796
C1 -1.2116 3.4095 -0.1539
N1 -0.0097 2.7452 -0.0184
C2 1.2374 3.4500 -0.2541
C3 2.3614 2.4854 -0.0641
C4 3.6929 2.8623 -0.1316
C5 4.6770 1.9087 0.0336
C6 4.3105 0.5871 0.2632
C7 2.9751 0.2704 0.3185
N2 2.0142 1.1998 0.1607
C8 -2.3756 2.4870 0.0299
C9 -3.6752 2.9351 -0.0327
C10 -4.6999 2.0155 0.1376
C11 -4.3763 0.6879 0.3627
C12 -3.0455 0.3107 0.4090
N3 -2.0581 1.1962 0.2457
H1 1.3168 4.2898 0.4435
H2 1.2599 3.8816 -1.2599
H3 3.9413 3.8992 -0.3124
H4 5.7209 2.1872 -0.0174
H5 5.0516 -0.1870 0.3980
H6 2.6435 -0.7409 0.4918
H7 -3.8525 3.9869 -0.2130
H8 -5.7338 2.3297 0.0940
H9 -5.1448 -0.0580 0.5062
H10 -2.7628 -0.7134 0.5908
F1 -0.0416 -7.0452 -0.6037
C13 -0.0598 -5.7786 -0.3925
C14 -1.2966 -5.1594 -0.1104
F2 -2.3802 -5.8930 -0.0783
C15 -1.3163 -3.8163 0.1161
F3 -2.4439 -3.2122 0.3747
C16 -0.0982 -3.0264 0.0746
S1 -0.1305 -1.4266 0.4046
C17 1.1379 -3.7254 -0.2248
F4 2.2438 -3.0319 -0.2697
C18 1.1585 -5.0669 -0.4563
F5 2.2598 -5.7182 -0.7317

Forces on atoms 1 to 3 (eV/Å):
Pd 0.12 0.10 0.16
O -0.02 -0.01 0.00
C -0.07 -0.01 0.00